A cluster of 8 separate species, C42H79F3IN7O11S in total at a distorted geometry. Source: the OMol25 dataset; level of theory: ωB97M-V/def2-TZVPD.

Last column: Löwdin charge in e.
Geometry (Å):
1 C -1.894 -2.637 3.255  -0.09
2 C -1.504 -1.141 3.454  -0.24
3 C 0.012 -0.980 3.708  -0.31
4 C 0.882 -1.814 2.726  -0.03
5 C 0.512 0.487 3.846  -0.24
6 C 1.148 1.132 2.582  -0.24
7 C 0.310 0.971 1.280  -0.08
8 C 1.176 0.422 0.143  -0.22
9 C 2.431 0.901 -0.147  -0.05
10 C 3.195 0.357 -1.153  -0.06
11 C 2.664 -0.685 -1.862  -0.05
12 C 1.400 -1.179 -1.634  -0.25
13 C 0.790 -2.333 -2.408  -0.03
14 C 0.669 -0.607 -0.620  -0.03
15 C 1.474 2.645 2.779  -0.07
16 C 1.268 3.216 4.186  -0.49
17 C 2.349 2.771 5.216  -0.09
18 O 3.393 2.014 4.577  0.04
19 C 4.162 1.266 5.411  -0.69
20 F 3.807 -0.028 5.298  0.16
21 F 5.446 1.356 5.020  0.16
22 F 4.124 1.645 6.691  0.18
23 C 1.464 4.762 4.036  -0.65
24 I 0.745 5.847 5.758  0.92
25 C 2.905 5.157 3.650  -0.30
26 C 2.907 5.984 2.340  -0.08
27 O -0.047 3.058 4.721  -0.23
28 S -0.736 1.615 4.474  0.68
29 O -1.797 1.824 3.538  -0.26
30 O -1.195 1.155 5.746  -0.25
31 H -2.100 -2.873 2.208  0.08
32 H -2.816 -2.855 3.791  0.05
33 H -1.150 -3.313 3.686  0.07
34 H -1.990 -0.836 4.382  0.09
35 H -1.891 -0.478 2.685  0.09
36 H 0.193 -1.443 4.685  0.14
37 H 0.922 -2.847 3.073  0.08
38 H 1.901 -1.438 2.634  0.09
39 H 0.374 -1.846 1.761  0.07
40 H 1.303 0.464 4.603  0.12
41 H 2.093 0.623 2.400  0.12
42 H -0.107 1.911 0.908  0.13
43 H -0.514 0.266 1.377  0.09
44 H 2.821 1.717 0.461  0.11
45 H 4.201 0.735 -1.344  0.08
46 H 3.284 -1.132 -2.638  0.10
47 H 0.720 -2.126 -3.482  0.05
48 H -0.194 -2.539 -1.983  0.06
49 H 1.397 -3.222 -2.191  0.07
50 H -0.335 -0.946 -0.375  0.12
51 H 0.917 3.288 2.092  0.13
52 H 2.519 2.783 2.497  0.12
53 H 1.830 2.093 5.907  0.14
54 H 2.714 3.611 5.807  0.11
55 H 0.818 5.073 3.212  0.08
56 H 3.562 4.303 3.474  0.10
57 H 3.342 5.779 4.434  0.08
58 H 2.255 5.486 1.615  0.07
59 H 2.502 6.977 2.544  0.08
60 H 3.901 6.017 1.893  0.08
61 C -4.570 3.112 2.234  -0.07
62 N -4.123 3.533 0.918  0.03
63 C -4.125 4.779 0.392  -0.54
64 C -4.654 5.902 1.252  -0.01
65 O -3.709 4.976 -0.744  0.01
66 H -3.731 2.649 2.752  0.05
67 H -5.365 2.372 2.116  0.09
68 H -4.940 3.948 2.819  0.08
69 H -3.757 2.832 0.292  0.14
70 H -4.590 6.833 0.695  0.08
71 H -5.698 5.724 1.512  0.08
72 H -4.058 5.999 2.160  0.09
73 C -6.115 1.048 5.619  -0.07
74 N -5.153 0.493 4.687  0.02
75 C -5.081 -0.773 4.201  -0.52
76 C -6.117 -1.769 4.667  0.00
77 O -4.195 -1.073 3.416  0.02
78 H -6.635 1.883 5.145  0.08
79 H -5.588 1.419 6.499  0.09
80 H -6.844 0.305 5.927  0.07
81 H -4.425 1.098 4.334  0.12
82 H -5.922 -2.726 4.192  0.08
83 H -6.062 -1.899 5.749  0.09
84 H -7.117 -1.438 4.385  0.08
85 C -2.572 -4.281 -6.539  -0.07
86 N -1.596 -3.561 -5.748  0.03
87 C -0.485 -2.915 -6.176  -0.53
88 C -0.199 -2.915 -7.660  -0.01
89 O 0.253 -2.357 -5.376  0.02
90 H -3.555 -3.828 -6.394  0.08
91 H -2.614 -5.318 -6.201  0.08
92 H -2.324 -4.261 -7.596  0.07
93 H -1.736 -3.520 -4.745  0.11
94 H 0.718 -2.362 -7.840  0.08
95 H -0.067 -3.936 -8.024  0.08
96 H -1.010 -2.431 -8.205  0.08
97 C -3.800 6.730 -3.097  -0.09
98 N -2.474 7.227 -2.783  0.02
99 C -1.753 8.176 -3.427  -0.56
100 C -2.378 8.828 -4.639  -0.02
101 O -0.638 8.487 -3.032  0.02
102 H -4.448 6.903 -2.240  0.07
103 H -3.739 5.658 -3.276  0.08
104 H -4.218 7.220 -3.971  0.07
105 H -2.002 6.831 -1.984  0.13
106 H -1.684 9.560 -5.041  0.08
107 H -2.583 8.083 -5.409  0.08
108 H -3.302 9.338 -4.364  0.08
109 C -3.526 -6.732 -0.804  -0.08
110 N -3.438 -5.451 -1.479  0.01
111 C -2.361 -4.904 -2.099  -0.53
112 C -1.070 -5.681 -2.119  -0.02
113 O -2.446 -3.801 -2.627  0.01
114 H -4.296 -7.339 -1.284  0.08
115 H -3.809 -6.570 0.237  0.08
116 H -2.580 -7.262 -0.838  0.07
117 H -4.260 -4.869 -1.510  0.14
118 H -0.325 -5.103 -2.645  0.05
119 H -0.714 -5.860 -1.104  0.10
120 H -1.204 -6.629 -2.638  0.09
121 C 9.152 -1.412 -1.328  -0.08
122 N 8.100 -0.433 -1.127  0.01
123 C 6.884 -0.368 -1.729  -0.53
124 C 6.546 -1.432 -2.744  0.00
125 O 6.104 0.528 -1.445  0.02
126 H 9.366 -1.909 -0.381  0.08
127 H 10.056 -0.902 -1.666  0.08
128 H 8.867 -2.156 -2.064  0.07
129 H 8.257 0.308 -0.462  0.14
130 H 5.550 -1.244 -3.131  0.07
131 H 7.253 -1.405 -3.574  0.09
132 H 6.558 -2.419 -2.279  0.09
133 C 2.967 -7.389 -6.035  -0.08
134 N 2.120 -7.253 -4.865  0.01
135 C 2.201 -6.330 -3.870  -0.52
136 C 3.298 -5.298 -3.957  0.00
137 O 1.402 -6.347 -2.945  0.01
138 H 2.356 -7.302 -6.934  0.08
139 H 3.436 -8.375 -6.026  0.08
140 H 3.740 -6.629 -6.055  0.07
141 H 1.365 -7.909 -4.743  0.14
142 H 3.228 -4.638 -3.097  0.07
143 H 4.276 -5.781 -3.948  0.08
144 H 3.188 -4.700 -4.863  0.09

Calculated values
Kohn-Sham gap, Eh: 0.3158
SMILES: CC[C@@H](C)[C@H]1[C@@H](Cc2cccc(C)c2)C[C@@](COC(F)(F)F)([C@@H](I)CC)OS1(=O)=O.CNC(C)=O.CNC(C)=O.CNC(C)=O.CNC(C)=O.CNC(C)=O.CNC(C)=O.CNC(C)=O
Largest force on an atom, eV Å⁻¹: 2.8
LUMO energy, eV: 0.51

---

A cluster of 12 separate species, C42H81Br6N3O24 in total at a distorted geometry. Source: the OMol25 dataset; level of theory: ωB97M-V/def2-TZVPD.

Last column: Löwdin spin population.
Geometry (Å):
1 C -0.847 -1.434 -10.439  0.00
2 O -0.423 -0.834 -9.217  0.00
3 C -1.044 0.410 -8.942  0.00
4 C -0.473 1.324 -7.834  0.00
5 N -0.673 0.660 -6.564  0.00
6 C -0.174 1.602 -5.518  0.00
7 C 0.173 0.878 -4.206  0.00
8 O 1.339 -0.048 -4.396  0.00
9 C 1.743 -0.838 -3.320  0.00
10 H -1.876 -1.306 -10.774  0.00
11 H -0.672 -2.507 -10.374  0.00
12 H -0.242 -1.081 -11.274  0.00
13 H -2.040 0.073 -8.652  0.00
14 H -0.944 1.019 -9.840  0.00
15 H -0.968 2.294 -7.826  0.00
16 H 0.607 1.474 -7.834  0.00
17 H -0.022 -0.108 -6.637  0.00
18 H -1.009 2.285 -5.362  0.00
19 H 0.709 2.114 -5.901  0.00
20 H -0.633 0.252 -3.820  0.00
21 H 0.457 1.591 -3.433  0.00
22 H 1.752 -1.874 -3.659  0.00
23 H 0.933 -0.808 -2.591  0.00
24 H 2.671 -0.477 -2.876  0.00
25 C -1.263 -8.176 1.414  0.00
26 O 0.084 -7.692 1.476  0.00
27 C 0.940 -8.266 0.456  0.00
28 C 0.827 -7.405 -0.867  0.00
29 N 1.302 -6.028 -0.633  0.00
30 C 0.918 -5.127 -1.714  0.00
31 C -0.500 -4.664 -1.583  0.00
32 O -0.705 -4.031 -0.382  0.00
33 C -1.927 -3.269 -0.286  0.00
34 H -1.224 -9.264 1.465  0.00
35 H -1.776 -7.828 0.518  0.00
36 H -1.843 -7.781 2.248  0.00
37 H 0.713 -9.323 0.321  0.00
38 H 1.955 -8.334 0.847  0.00
39 H -0.226 -7.434 -1.145  0.00
40 H 1.395 -7.923 -1.640  0.00
41 H 0.821 -5.583 0.135  0.00
42 H 1.149 -5.601 -2.668  0.00
43 H 1.526 -4.225 -1.649  0.00
44 H -1.044 -5.601 -1.473  0.00
45 H -0.797 -4.055 -2.437  0.00
46 H -2.066 -2.699 -1.205  0.00
47 H -1.994 -2.489 0.473  0.00
48 H -2.702 -4.010 -0.093  0.00
49 C 2.653 3.421 0.430  0.00
50 O 3.973 3.537 0.063  0.00
51 C 4.321 3.030 -1.268  0.00
52 C 3.907 3.980 -2.462  0.00
53 N 4.726 5.155 -2.448  0.00
54 C 4.021 6.349 -2.571  0.00
55 C 5.039 7.454 -2.863  0.00
56 O 5.713 7.915 -1.677  0.00
57 C 6.632 8.918 -1.854  0.00
58 H 2.500 4.029 1.321  0.00
59 H 2.324 2.401 0.626  0.00
60 H 1.931 3.715 -0.332  0.00
61 H 3.846 2.066 -1.449  0.00
62 H 5.394 2.852 -1.344  0.00
63 H 2.835 4.176 -2.478  0.00
64 H 4.168 3.421 -3.361  0.00
65 H 5.121 5.136 -1.519  0.00
66 H 3.552 6.399 -1.588  0.00
67 H 3.237 6.367 -3.328  0.00
68 H 4.740 8.305 -3.475  0.00
69 H 5.852 7.077 -3.484  0.00
70 H 7.494 8.509 -2.381  0.00
71 H 6.978 9.099 -0.837  0.00
72 H 6.269 9.780 -2.415  0.00
73 Br 5.815 -3.759 2.126  0.11
74 C 4.032 -4.104 1.425  0.00
75 C 3.085 -4.715 2.515  0.00
76 Br 3.394 -4.049 4.372  0.50
77 H 4.155 -4.846 0.635  0.00
78 H 3.646 -3.148 1.071  0.00
79 H 3.392 -5.761 2.517  0.00
80 H 2.005 -4.665 2.375  0.00
81 Br -3.449 -3.983 3.158  0.00
82 C -1.582 -4.091 3.860  0.00
83 C -1.372 -5.517 4.552  0.03
84 Br 0.395 -5.406 5.508  0.33
85 H -1.547 -3.237 4.537  0.00
86 H -0.885 -4.022 3.025  0.00
87 H -1.470 -6.345 3.850  0.00
88 H -2.066 -5.663 5.380  0.01
89 Br -3.860 3.824 2.085  0.00
90 C -5.323 2.383 1.881  0.00
91 C -6.093 2.828 0.676  0.00
92 Br -7.059 4.585 1.088  0.00
93 H -6.012 2.554 2.709  0.00
94 H -4.810 1.425 1.956  0.00
95 H -6.770 2.000 0.466  0.00
96 H -5.407 2.898 -0.167  0.00
97 C -6.391 -1.633 -2.562  0.00
98 C -7.195 -2.329 -1.455  0.00
99 O -6.616 -1.925 -0.273  0.00
100 C -5.430 -1.411 -0.502  0.00
101 O -4.620 -1.033 0.357  0.00
102 O -5.239 -1.236 -1.817  0.00
103 H -6.883 -0.806 -3.073  0.00
104 H -5.998 -2.341 -3.292  0.00
105 H -7.179 -3.419 -1.443  0.00
106 H -8.217 -1.954 -1.393  0.00
107 C 3.809 -0.836 5.787  0.00
108 C 2.745 -0.582 4.798  0.00
109 O 1.607 -0.514 5.593  0.00
110 C 1.842 -1.110 6.714  0.00
111 O 1.035 -1.201 7.606  0.00
112 O 3.060 -1.433 6.805  0.00
113 H 4.396 0.033 6.086  0.00
114 H 4.485 -1.588 5.383  0.00
115 H 2.547 -1.448 4.166  0.00
116 H 2.977 0.189 4.063  0.00
117 C -1.953 1.719 5.540  0.00
118 C -2.539 0.328 5.492  0.00
119 O -3.946 0.527 5.545  0.00
120 C -4.233 1.862 5.765  0.00
121 O -5.323 2.362 5.969  0.00
122 O -3.106 2.575 5.459  0.00
123 H -1.339 1.848 4.649  0.00
124 H -1.357 1.918 6.431  0.00
125 H -2.207 -0.178 6.398  0.00
126 H -2.280 -0.179 4.562  0.00
127 C -0.167 0.428 0.673  0.00
128 C -1.377 0.331 1.600  0.00
129 O -0.989 -0.733 2.497  0.00
130 C 0.215 -1.283 2.166  0.00
131 O 0.819 -2.114 2.852  0.00
132 O 0.563 -0.776 0.961  0.00
133 H 0.517 1.222 0.974  0.00
134 H -0.471 0.451 -0.374  0.00
135 H -2.308 0.114 1.076  0.00
136 H -1.443 1.324 2.044  0.00
137 C 1.679 3.848 6.089  0.00
138 C 1.909 4.762 4.937  0.00
139 O 2.110 3.970 3.861  0.00
140 C 1.424 2.848 4.102  0.00
141 O 1.078 2.003 3.201  0.00
142 O 1.200 2.726 5.418  0.00
143 H 0.995 4.319 6.795  0.00
144 H 2.655 3.561 6.481  0.00
145 H 2.758 5.413 5.147  0.00
146 H 1.137 5.484 4.673  0.00
147 C -2.118 4.518 -1.261  0.00
148 C -1.044 3.449 -1.215  0.00
149 O -1.732 2.299 -1.718  0.00
150 C -3.091 2.595 -1.689  0.00
151 O -3.949 1.814 -2.030  0.00
152 O -3.320 3.786 -1.271  0.00
153 H -2.010 5.219 -2.089  0.00
154 H -1.901 5.142 -0.394  0.00
155 H -0.730 3.241 -0.192  0.00
156 H -0.207 3.704 -1.865  0.00

Calculated values
<S²>: 0.756
Kohn-Sham gap (alpha / beta), Eh: 0.2734 / 0.0674
Charge: +1
Largest force on an atom, eV Å⁻¹: 5.6
Multiplicity: 2
LUMO energy (alpha / beta), eV: -2.76 / -8.37

---

A cluster of 5 separate species, C42H84BrI2NO10S in total at a distorted geometry. Source: the OMol25 dataset; level of theory: ωB97M-V/def2-TZVPD.

Last column: Löwdin charge in e.
Geometry (Å):
1 C 5.498 -5.291 1.729  -0.13
2 O 5.752 -3.918 1.341  -0.25
3 C 4.816 -3.488 0.294  -0.23
4 C 5.154 -1.953 -0.012  -0.17
5 C 4.722 -1.443 -1.470  -0.20
6 C 3.186 -1.738 -1.858  -0.19
7 C 2.310 -0.378 -2.105  -0.17
8 C 0.965 -0.571 -1.207  -0.24
9 C 0.190 0.864 -1.078  -0.23
10 C -1.363 0.799 -0.854  -0.19
11 C -2.014 0.450 0.563  -0.29
12 C -3.593 0.561 0.137  -0.11
13 C -4.511 -0.706 0.412  -0.20
14 C -5.399 -1.121 -0.901  -0.18
15 C -4.983 -2.533 -1.542  -0.21
16 C -5.994 -3.745 -1.120  -0.17
17 C -5.529 -4.373 0.282  -0.18
18 O -6.078 -5.697 0.541  -0.08
19 C -7.360 -5.882 -0.054  -0.42
20 C -8.727 -5.231 0.522  0.00
21 O -7.467 -6.562 -1.102  0.06
22 C -1.402 -0.947 1.035  -0.53
23 I -1.452 -2.971 0.270  0.96
24 N -0.613 -0.879 2.147  -0.52
25 I 0.220 -2.647 2.834  0.97
26 C -0.404 0.482 2.714  -0.62
27 S 1.395 0.768 2.176  0.72
28 C -0.218 0.712 4.284  -0.62
29 O -0.223 -0.201 5.180  -0.09
30 O 0.052 2.013 4.727  -0.19
31 C -1.570 1.281 1.901  -0.51
32 Br -0.605 3.037 1.538  0.78
33 C -2.693 1.853 2.886  -0.24
34 C -3.815 0.873 3.432  -0.13
35 C -3.439 -0.640 3.738  -0.19
36 O -4.364 -1.083 4.805  -0.25
37 C -3.582 -1.387 6.007  -0.11
38 H 4.680 -5.779 1.079  0.09
39 H 6.456 -5.925 1.597  0.10
40 H 5.212 -5.370 2.836  0.09
41 H 4.971 -4.180 -0.605  0.13
42 H 3.759 -3.641 0.706  0.12
43 H 6.307 -1.848 0.040  0.12
44 H 4.743 -1.313 0.843  0.12
45 H 5.405 -1.924 -2.255  0.11
46 H 4.870 -0.299 -1.493  0.10
47 H 3.175 -2.408 -2.787  0.11
48 H 2.687 -2.355 -1.013  0.09
49 H 2.890 0.571 -1.848  0.11
50 H 2.008 -0.417 -3.217  0.11
51 H 0.266 -1.226 -1.854  0.09
52 H 1.175 -1.009 -0.173  0.06
53 H 0.335 1.310 -2.146  0.12
54 H 0.811 1.552 -0.417  0.05
55 H -1.790 0.032 -1.616  0.13
56 H -1.815 1.813 -1.194  0.13
57 H -3.705 0.793 -0.993  0.11
58 H -4.108 1.472 0.634  0.13
59 H -4.029 -1.650 0.813  0.04
60 H -5.313 -0.400 1.191  0.11
61 H -6.504 -1.230 -0.567  0.11
62 H -5.397 -0.317 -1.712  0.10
63 H -3.890 -2.831 -1.403  0.04
64 H -5.135 -2.423 -2.688  0.11
65 H -7.078 -3.343 -1.089  0.12
66 H -5.903 -4.530 -1.968  0.13
67 H -5.899 -3.678 1.119  0.13
68 H -4.377 -4.390 0.304  0.09
69 H -8.560 -4.582 1.448  0.09
70 H -9.129 -4.554 -0.314  0.09
71 H -9.491 -6.067 0.713  0.10
72 H 1.861 1.943 2.759  -0.07
73 H -3.241 2.676 2.275  0.10
74 H -2.254 2.432 3.783  0.12
75 H -4.196 1.318 4.434  0.14
76 H -4.734 0.965 2.731  0.10
77 H -3.605 -1.388 2.887  0.11
78 H -2.395 -0.836 4.154  0.09
79 H -2.820 -0.567 6.258  0.10
80 H -4.317 -1.421 6.898  0.10
81 H -3.064 -2.413 5.915  0.10
82 C 4.746 4.595 0.360  -0.07
83 C 5.452 3.253 0.269  -0.27
84 O 5.380 2.663 -1.022  -0.18
85 C 5.980 3.392 -2.085  -0.28
86 C 7.473 3.603 -1.906  -0.08
87 H 3.719 4.517 -0.009  0.09
88 H 4.725 4.946 1.394  0.06
89 H 5.253 5.355 -0.240  0.07
90 H 4.965 2.554 0.955  0.12
91 H 6.494 3.332 0.596  0.11
92 H 5.460 4.345 -2.233  0.11
93 H 5.815 2.804 -2.992  0.12
94 H 7.684 4.265 -1.062  0.07
95 H 7.904 4.056 -2.801  0.08
96 H 7.977 2.653 -1.710  0.08
97 C 3.795 7.217 3.005  -0.09
98 C 5.255 7.634 3.058  -0.28
99 O 5.559 8.736 2.214  -0.16
100 C 4.886 9.954 2.499  -0.28
101 C 5.193 10.507 3.881  -0.08
102 H 3.478 7.053 1.972  0.08
103 H 3.640 6.296 3.573  0.08
104 H 3.144 7.985 3.429  0.07
105 H 5.871 6.800 2.710  0.11
106 H 5.568 7.842 4.087  0.11
107 H 3.807 9.837 2.352  0.11
108 H 5.224 10.675 1.750  0.12
109 H 4.788 9.864 4.667  0.07
110 H 4.752 11.499 4.001  0.08
111 H 6.272 10.576 4.038  0.08
112 C -0.488 -8.494 -3.394  -0.08
113 C 0.102 -8.522 -1.995  -0.28
114 O 0.046 -7.266 -1.332  -0.16
115 C -1.250 -6.731 -1.103  -0.29
116 C -2.119 -7.606 -0.216  -0.07
117 H -0.044 -7.688 -3.985  0.08
118 H -0.311 -9.445 -3.902  0.08
119 H -1.568 -8.324 -3.370  0.07
120 H 1.160 -8.785 -2.066  0.12
121 H -0.370 -9.298 -1.384  0.11
122 H -1.747 -6.516 -2.055  0.11
123 H -1.100 -5.767 -0.607  0.04
124 H -2.374 -8.546 -0.711  0.07
125 H -3.052 -7.093 0.029  0.07
126 H -1.597 -7.856 0.711  0.09
127 C -2.617 4.913 -5.659  -0.08
128 C -1.669 4.372 -4.603  -0.28
129 O -2.234 3.332 -3.816  -0.17
130 C -2.619 2.153 -4.509  -0.28
131 C -1.460 1.449 -5.195  -0.07
132 H -3.572 5.199 -5.211  0.08
133 H -2.181 5.786 -6.151  0.08
134 H -2.827 4.167 -6.429  0.07
135 H -1.418 5.180 -3.910  0.12
136 H -0.725 4.043 -5.051  0.11
137 H -3.423 2.373 -5.219  0.11
138 H -3.043 1.479 -3.759  0.10
139 H -1.062 2.047 -6.019  0.07
140 H -1.785 0.490 -5.605  0.08
141 H -0.641 1.277 -4.491  0.07

Calculated values
Kohn-Sham gap, Eh: 0.2118
Largest force on an atom, eV Å⁻¹: 7.4
LUMO energy, eV: -2.08